1.
{"formula": "C6H7ClO", "method": "wB97M-V/def2-TZVPD", "elements": ["Cl", "O", "C", "C", "C", "C", "C", "C", "H", "H", "H", "H", "H", "H", "H"], "coordinates": [[-1.10433, 2.19162, -0.00395], [1.38659, -0.86297, -0.00258], [2.33990, 0.19304, -0.00271], [-2.40489, -0.80659, -0.00100], [-0.93933, -1.18527, -0.00456], [0.10289, -0.36862, -0.00128], [0.23557, 1.10083, -0.00585], [1.52077, 1.45832, 0.00493], [-0.67595, -2.26595, -0.00222], [-2.64849, -0.21046, 0.87540], [-3.03821, -1.71518, 0.00820], [-2.68617, -0.23123, -0.85789], [1.92863, 2.47722, 0.00530], [2.99942, 0.10681, -0.88448], [2.98359, 0.11844, 0.87269]], "lowdin_charge": [0.71, -0.04, -0.17, -0.13, -0.08, -0.32, -0.60, -0.05, 0.12, 0.06, 0.08, 0.05, 0.12, 0.13, 0.12], "charge": 0, "e_tot_ha": -768.21214, "homo_energy_ev": -8.16, "smiles": "C/C=C1/OCC=C1Cl"}

***

2.
{"formula": "C6H7ClO2", "method": "wB97M-V/def2-TZVPD", "elements": ["Cl", "O", "O", "C", "C", "C", "C", "C", "C", "H", "H", "H", "H", "H", "H", "H"], "coordinates": [[-1.14284, 2.75651, -0.00041], [1.76474, 2.03536, -0.00058], [1.42277, -0.16177, -0.09750], [-1.24486, 0.06735, -0.21019], [-2.64413, -0.39981, 0.01070], [2.77535, -0.28070, -0.02297], [1.07197, 1.06295, -0.03868], [-1.52154, -1.32464, 0.05269], [-0.46403, 1.14873, -0.30312], [3.07501, 0.29563, 0.91986], [3.34941, 0.26659, -0.90464], [2.97178, -1.32625, 0.23660], [-3.20347, -0.04891, 0.92501], [-1.60773, -2.14550, -0.80896], [-3.25935, -0.50835, -0.90055], [-1.34307, -1.43719, 1.14273]], "lowdin_charge": [0.65, 0.10, -0.02, -0.25, -0.14, -0.09, -0.58, -0.13, -0.46, 0.12, 0.15, 0.10, 0.13, 0.17, 0.11, 0.13], "charge": 0, "e_tot_ha": -843.38237, "homo_energy_ev": -9.54, "smiles": "COC(=O)C(Cl)=C1CC1"}

***

3.
{"formula": "C6H7F4P", "method": "wB97M-V/def2-TZVPD", "elements": ["P", "F", "F", "F", "F", "C", "C", "C", "C", "C", "C", "H", "H", "H", "H", "H", "H", "H"], "coordinates": [[0.67339, 3.49422, -3.24062], [0.26632, -3.44737, -0.93448], [-0.23229, -0.66981, -1.97616], [-1.30662, 0.98962, 0.23602], [-2.02363, -1.56956, -1.15622], [-0.76399, -1.18462, -0.83871], [0.06188, -2.32733, -0.25362], [0.28917, -0.03060, 2.64545], [0.00681, -0.67900, 1.34181], [0.47794, -2.02381, 0.97423], [-0.70841, -0.19909, 0.31783], [-0.36950, -0.44405, 3.41029], [-0.61389, 3.82170, -2.84826], [0.11668, 1.04200, 2.58321], [0.53939, 2.18795, -2.80323], [1.20900, 3.90937, -2.02900], [1.06061, -2.65091, 1.62499], [1.31715, -0.21872, 2.94644]], "lowdin_charge": [0.63, 0.12, 0.12, 0.11, 0.13, -0.39, -0.18, -0.02, -0.20, 0.07, -0.15, 0.09, -0.20, 0.09, -0.22, -0.20, 0.13, 0.08], "charge": 0, "e_tot_ha": -973.56180, "homo_energy_ev": -8.97, "smiles": "CC1=C(F)C(F)(F)C(F)=C1.P"}

***

4.
{"formula": "C6H7FO", "method": "wB97M-V/def2-TZVPD", "elements": ["F", "O", "C", "C", "C", "C", "C", "C", "H", "H", "H", "H", "H", "H", "H"], "coordinates": [[1.10962, -1.97269, 0.01236], [-1.58220, -1.66295, -0.25465], [-1.09010, -0.60545, 0.57314], [0.04146, 1.51464, 0.07165], [1.32653, -0.62752, -0.09831], [2.51349, -0.21088, -0.09222], [0.12141, 0.06818, 0.08046], [-2.17766, -0.22513, -0.30963], [1.05500, 1.92539, -0.10156], [-3.31313, 0.12117, 0.26850], [-0.90799, 2.25230, -0.09798], [-1.87750, 0.32477, -1.37590], [2.52500, 0.87302, -0.32084], [-1.12314, -0.80641, 1.77342], [3.37923, -0.96844, -0.12843]], "lowdin_charge": [0.05, -0.06, -0.39, 0.10, -0.39, 0.09, -0.23, -0.10, 0.04, 0.18, 0.13, 0.16, 0.08, 0.21, 0.13], "charge": 0, "e_tot_ha": -407.71212, "homo_energy_ev": -8.98, "smiles": "C=C(F)C(=C)[C@H]1CO1"}

***

5.
{"formula": "C6H7FO2S", "method": "wB97M-V/def2-TZVPD", "elements": ["S", "F", "O", "O", "C", "C", "C", "C", "C", "C", "H", "H", "H", "H", "H", "H", "H"], "coordinates": [[1.82272, 0.30392, -0.35807], [1.63602, -1.81205, 1.17263], [1.33248, 0.53929, -1.72932], [3.18174, 0.49245, 0.06336], [-0.66963, 1.09692, 0.24513], [-1.28896, -0.26891, 0.51836], [1.26231, -1.31043, -0.06563], [0.75110, 1.31823, 0.79083], [-2.82177, -1.47018, -1.16371], [-1.93658, -0.95550, -0.50879], [-1.38410, -0.45421, 1.49570], [-0.71866, 1.37251, -0.86811], [-3.53641, -1.71460, -1.89809], [-1.46827, 1.70527, 0.61235], [1.14372, 2.40880, 0.56702], [1.13583, 0.87834, 1.81711], [1.55846, -2.12985, -0.69078]], "lowdin_charge": [0.64, -0.06, -0.34, -0.31, -0.25, -0.07, -0.15, -0.20, 0.15, -0.14, 0.07, 0.14, 0.03, 0.10, 0.14, 0.14, 0.11], "charge": 0, "e_tot_ha": -881.10481, "homo_energy_ev": [-8.38, -9.78]}

***

6.
{"formula": "C6H7FS", "method": "wB97M-V/def2-TZVPD", "elements": ["S", "F", "C", "C", "C", "C", "C", "C", "H", "H", "H", "H", "H", "H", "H"], "coordinates": [[1.65646, -3.31196, -1.97970], [0.65105, 2.82304, 1.00196], [0.47293, -2.49179, -1.23074], [-0.47011, 0.78360, 0.49616], [-1.55849, 1.28687, 1.06391], [0.81015, 1.58758, 0.42136], [0.58134, -1.16174, -0.68887], [-0.46353, -0.55692, -0.10018], [1.56446, -0.68882, -0.78858], [-2.48343, 0.73049, 1.11124], [1.12253, 1.74123, -0.61844], [-1.39138, -1.07466, -0.00192], [-1.57670, 2.26760, 1.48704], [1.60332, 1.05942, 0.93899], [-0.51861, -2.99394, -1.11222]], "lowdin_charge": [0.67, -0.04, -0.70, -0.28, 0.10, -0.18, -0.19, -0.05, 0.10, 0.07, 0.13, 0.11, 0.07, 0.13, 0.07], "charge": 0, "e_tot_ha": -730.81614, "homo_energy_ev": -8.80, "smiles": "C=C(/C=C/C=S)CF"}

***

7.
{"formula": "C6H7I", "method": "wB97M-V/def2-TZVPD", "elements": ["I", "C", "C", "C", "C", "C", "C", "H", "H", "H", "H", "H", "H", "H"], "coordinates": [[2.93866, -0.08522, -0.14140], [-0.16741, -2.06414, 0.17844], [-0.18238, -0.76750, 0.06952], [0.40585, 1.54389, 0.45666], [1.02739, 0.26422, 0.69359], [-0.59120, 1.56370, -0.42031], [-1.00656, 0.18433, -0.80704], [-0.76022, -2.93569, -0.12821], [-1.23536, 2.35770, -0.84920], [1.17201, 0.08597, 1.80792], [0.89503, 2.30005, 0.93078], [0.59760, -2.55051, 0.78480], [-0.88092, 0.07385, -1.89564], [-2.21249, 0.02935, -0.67988]], "lowdin_charge": [0.80, 0.01, -0.28, -0.22, -0.72, -0.09, -0.18, 0.07, 0.12, 0.09, 0.07, 0.06, 0.11, 0.17], "charge": 0, "e_tot_ha": -530.43028, "homo_energy_ev": -9.14, "smiles": "C=C1CC=C[C@@H]1I"}

***

8.
{"formula": "C6H7I", "method": "wB97M-V/def2-TZVPD", "elements": ["I", "C", "C", "C", "C", "C", "C", "H", "H", "H", "H", "H", "H", "H"], "coordinates": [[-4.17110, -0.30535, -0.09984], [0.94614, -1.85703, 0.13066], [-2.23581, 0.65235, -0.09950], [1.11088, -0.44285, -0.08125], [-0.90510, 0.27392, -0.07933], [-1.32409, 1.71745, 0.43122], [1.93438, 0.50794, -0.47993], [1.45403, 1.45327, -0.85629], [2.97646, 0.25601, -0.67245], [1.96669, -2.27708, 0.20165], [-1.02949, 2.51587, -0.16225], [0.37133, -2.29181, -0.69085], [-1.29162, 1.94740, 1.47707], [0.19732, -2.15009, 0.98108]], "lowdin_charge": [0.68, -0.13, -0.72, -0.18, -0.03, -0.20, 0.02, 0.09, 0.07, 0.09, 0.04, 0.09, 0.06, 0.13], "charge": 0, "e_tot_ha": -530.26711, "homo_energy_ev": -8.39}

***

9.
{"formula": "C6H7IO3", "method": "wB97M-V/def2-TZVPD", "elements": ["I", "O", "O", "O", "C", "C", "C", "C", "C", "C", "H", "H", "H", "H", "H", "H", "H"], "coordinates": [[-2.77390, -0.42814, 2.20152], [0.94623, -3.26916, 0.84120], [-0.17639, 0.80165, 1.31574], [0.87099, -1.79884, 3.21375], [-0.59402, -0.13121, 2.22732], [0.21272, -1.54440, 2.21312], [-0.24064, 0.44870, -0.03882], [0.00080, -2.59743, 1.37028], [-0.72584, -0.74373, -0.30037], [0.36283, 1.41592, -0.96692], [1.83369, -3.05690, 1.11646], [-0.37924, 0.20315, 3.27514], [0.58662, 0.98148, -1.90990], [-0.88269, -1.06953, -1.40505], [1.19110, 2.10690, -0.61479], [-0.32818, 2.31439, -1.07039], [-1.14926, -1.48541, 0.35009]], "lowdin_charge": [0.86, 0.14, -0.10, 0.09, -0.61, -0.46, -0.39, -0.08, -0.02, -0.03, 0.13, 0.11, 0.07, 0.13, 0.11, 0.11, -0.04], "charge": 0, "e_tot_ha": -756.05449, "homo_energy_ev": [-8.92, -8.92]}

***

10.
{"formula": "C6H7IOS3", "method": "wB97M-V/def2-TZVPD", "elements": ["I", "S", "S", "S", "O", "C", "C", "C", "C", "C", "C", "H", "H", "H", "H", "H", "H", "H"], "coordinates": [[2.89875, -0.74357, 0.11984], [-0.24267, -1.72772, -1.15477], [1.11921, 1.30926, -1.49558], [-0.77912, 1.94733, -1.17704], [-2.87428, 2.55584, 0.69143], [0.03019, 0.39036, 0.81200], [0.14896, -0.29727, 2.11587], [1.02543, 0.11818, -0.16570], [0.68777, -1.78667, -2.65910], [-0.87903, 1.33901, 0.48192], [-1.98355, 1.89178, 1.19549], [0.32480, -1.40252, 2.12246], [-1.85175, 1.75630, 2.29160], [0.87340, 0.33952, 2.70054], [1.30646, -2.72332, -2.57880], [1.12191, -0.83257, -2.75506], [-0.77590, -0.16874, 2.69986], [-0.15058, -1.96520, -3.24496]], "lowdin_charge": [0.93, 0.61, 0.52, 0.68, 0.03, -0.53, -0.08, -1.23, -0.52, -0.52, -0.30, 0.10, 0.13, 0.11, 0.05, -0.06, 0.08, -0.02], "charge": 0, "e_tot_ha": -1800.22358, "homo_energy_ev": [-7.93, -7.93]}

***

11.
{"formula": "C6H7LiMgO6", "method": "wB97M-V/def2-TZVPD", "elements": ["Mg", "O", "O", "O", "O", "O", "O", "C", "C", "C", "C", "C", "C", "Li", "H", "H", "H", "H", "H", "H", "H"], "coordinates": [[0.63069, 1.16256, 1.61364], [2.52394, -1.94780, 0.64734], [-1.62435, 0.59671, -1.63258], [-1.19597, 0.92239, 1.22521], [-1.05141, -1.35787, -0.69918], [1.97244, 0.23859, 0.24960], [0.90647, -0.85698, 1.79147], [2.37123, 0.23419, -1.07387], [-2.68629, 0.90300, -0.68137], [1.88487, -0.99301, 0.98908], [1.42675, 0.15826, -2.08905], [-2.14098, 1.65836, 0.51459], [-0.88049, -0.44963, -1.48345], [-1.10224, -0.97798, 1.24720], [3.42824, 0.00566, -1.20012], [1.41282, -0.79651, -2.62242], [-3.00992, 1.90789, 1.15025], [-3.16684, -0.04328, -0.39935], [-3.40062, 1.51526, -1.24130], [-1.74161, 2.62474, 0.15893], [1.35998, 1.01740, -2.76218]], "lowdin_charge": [1.17, 0.18, 0.01, -0.41, 0.02, -0.11, -0.11, -0.13, -0.10, -0.68, 0.08, -0.30, -0.25, 0.76, 0.15, 0.09, 0.14, 0.14, 0.15, 0.13, 0.09], "charge": 1, "e_tot_ha": -891.64081, "homo_energy_ev": [-11.98, -12.76], "spin_multiplicity": 2}

***

12.
{"formula": "C6H7LiO6Y", "method": "wB97M-V/def2-TZVPD", "elements": ["Y", "O", "O", "O", "O", "O", "O", "C", "C", "C", "C", "C", "C", "Li", "H", "H", "H", "H", "H", "H", "H"], "coordinates": [[-5.86786, 0.76849, 1.85038], [2.34869, -3.02841, -0.46052], [-1.99955, 1.47740, -0.03378], [2.28782, -0.88691, -1.16233], [3.32287, -2.33319, -2.36804], [-3.29009, 0.04445, 1.19085], [-4.15941, 1.86458, 0.32740], [2.65899, -2.15409, -1.23339], [-3.20570, 1.10248, 0.51132], [0.10328, 1.67052, 1.01095], [0.83103, 0.86985, -0.46619], [-0.90719, 0.87649, 0.43839], [1.25879, -0.56640, -0.22657], [-1.73930, -0.96742, 1.62602], [0.76138, 1.29932, 1.80251], [1.72383, 1.50563, -0.54303], [0.41989, 0.99489, -1.47850], [3.61278, -3.25186, -2.43032], [-0.21378, 2.70500, 1.18233], [0.43241, -1.28060, -0.33785], [1.62113, -0.71019, 0.80039]], "lowdin_charge": [1.82, 0.13, 0.08, 0.06, 0.18, -0.18, -0.04, -0.63, -0.73, 0.02, -0.04, -0.23, -0.19, 0.79, 0.12, 0.15, 0.15, 0.15, 0.13, 0.12, 0.14], "charge": 2, "e_tot_ha": -729.43210, "homo_energy_ev": [-15.24, -15.24], "spin_multiplicity": 2}

***

13.
{"formula": "C6H7N", "method": "wB97M-V/def2-TZVPD", "elements": ["N", "C", "C", "C", "C", "C", "C", "H", "H", "H", "H", "H", "H", "H"], "coordinates": [[0.37400, 2.40176, -1.57287], [1.12273, 0.18180, 0.31480], [-0.26373, 0.76270, 0.60963], [-0.43038, -1.45546, -0.32220], [-1.24739, -0.39650, 0.39893], [-0.28868, 1.92166, -0.73458], [0.87112, -1.17429, -0.28370], [1.22714, 0.87414, -0.49348], [1.66987, -1.75756, -0.74038], [-0.88356, -2.32195, -0.80205], [1.97021, 0.36372, 0.97707], [-2.06732, 0.01950, -0.17725], [-1.66506, -0.80479, 1.33438], [-0.38895, 1.38526, 1.49171]], "lowdin_charge": [0.08, -0.18, -0.17, -0.09, -0.17, -0.10, -0.08, 0.04, 0.11, 0.10, 0.12, 0.10, 0.12, 0.12], "charge": 0, "e_tot_ha": -287.47900, "homo_energy_ev": -9.50, "smiles": "N#CC1CC=CC1"}

***

14.
{"formula": "C6H7N", "method": "wB97M-V/def2-TZVPD", "elements": ["N", "C", "C", "C", "C", "C", "C", "H", "H", "H", "H", "H", "H", "H"], "coordinates": [[-0.37888, 1.27719, -0.47609], [-0.42808, -0.63086, 1.03376], [-0.95831, -1.56597, 0.11122], [-1.58755, 0.91075, -0.53854], [-1.64732, -0.44765, 0.16688], [1.68944, 0.10813, -0.43549], [0.51440, 0.62923, 0.41879], [2.67539, 0.34581, -0.01481], [-0.49596, -0.54323, 2.13328], [-0.66912, -2.31049, -0.57466], [1.51891, -1.04331, -0.48450], [-2.47266, 1.27427, -1.00652], [1.56747, 0.50252, -1.49606], [0.67228, 1.49360, 1.16273]], "lowdin_charge": [0.02, -0.20, -0.02, -0.06, -0.07, -0.06, -0.32, 0.06, 0.11, 0.09, 0.09, 0.10, 0.09, 0.16], "charge": 0, "e_tot_ha": -287.40024, "homo_energy_ev": -8.93, "smiles": "C[C@H]1N=CC2=C[C@H]21"}

***

15.
{"formula": "C6H7N", "method": "wB97M-V/def2-TZVPD", "elements": ["N", "C", "C", "C", "C", "C", "C", "H", "H", "H", "H", "H", "H", "H"], "coordinates": [[0.86308, 0.67200, 2.03333], [-0.91516, -0.61048, -1.60955], [0.27561, -1.19073, -1.13173], [-1.46470, 0.38715, -0.74522], [-0.48989, 1.11230, 0.01113], [0.45580, 0.28300, 0.67135], [0.62537, -0.99065, 0.20358], [-0.58596, 2.16913, 0.38926], [-1.33680, -0.80536, -2.62195], [-2.52251, 0.43721, -0.51080], [0.92675, -1.72193, -1.79769], [1.71116, 0.23683, 2.34978], [1.09737, 1.65720, 2.05427], [1.35985, -1.63566, 0.70426]], "lowdin_charge": [0.07, -0.10, -0.12, -0.08, -0.04, -0.32, -0.09, 0.12, 0.11, 0.10, 0.10, 0.06, 0.07, 0.11], "charge": 0, "e_tot_ha": -287.49596, "homo_energy_ev": -8.09, "smiles": "Nc1ccccc1"}